(1)
Entry from the OMol25 dataset: the ion C6H11N2 with charge +1 (the ωB97M-V functional and the def2-TZVPD basis).

Geometry as ORCA input:
```
! RIJCOSX wB97M-V def2-TZVPD def2/J DEFGRID3
* xyz 1 1
C 0.1917 0.2601 -1.9535
C 0.5968 -0.7912 -1.2670
C -0.7759 0.6716 0.7876
C 0.0021 1.5899 -1.3969
C 1.0022 -0.7675 0.1537
C 0.9183 -2.0683 0.9040
N -0.6419 1.5946 -0.0156
N -1.5180 0.6434 1.8925
H -0.3041 0.1071 -2.8404
H 0.7083 -1.7765 -1.6067
H 0.9274 2.1300 -1.4080
H -0.7027 2.0052 -2.0173
H 1.3933 0.0477 0.6890
H 0.4256 -2.8983 0.4571
H 0.6591 -1.9247 1.9224
H 2.0338 -2.3422 0.8503
H -1.1627 2.5021 0.0820
H -1.6377 -0.2668 2.3427
H -2.1157 1.2838 2.4240
*
```

## Properties
- lowest unoccupied orbital energy (eV) = -4.597
- gap between HOMO and LUMO (eV) = 8.603
- highest occupied orbital energy (eV) = -13.199

(2)
Entry from the OMol25 dataset: the ion C6H11N2 with charge +1 (the ωB97M-V functional and the def2-TZVPD basis).

Geometry as ORCA input:
```
! RIJCOSX wB97M-V def2-TZVPD def2/J DEFGRID3
* xyz 1 1
C -1.9046 2.0077 1.6672
C -1.2596 0.9453 1.1717
C -0.5218 0.9795 -0.0932
C -0.7014 1.7988 -1.1557
C 0.5919 -0.0803 -0.3397
N 1.7161 0.2468 -0.9674
N 0.2234 -1.3471 -0.0144
C 0.9731 -2.6102 -0.1767
H -2.3076 1.7903 2.6642
H -2.2199 2.9408 1.2287
H -1.1164 -0.0321 1.8085
H -0.1334 1.9626 -1.9965
H -1.5048 2.4098 -1.2373
H 1.6284 1.0526 -1.5601
H 2.4077 -0.4533 -0.9700
H -0.4529 -1.4728 0.7235
H 1.5494 -2.9791 0.7602
H 0.2961 -3.4674 -0.4987
H 1.6253 -2.3070 -1.0326
*
```

## Properties
- lowest unoccupied orbital energy (eV) = -3.992
- gap between HOMO and LUMO (eV) = 9.211
- highest occupied orbital energy (eV) = -13.204

(2) (0.0524 hartree below the next structure)

(1)
Entry from the OMol25 dataset: an isolated molecule of Cl2H3PSi (the ωB97M-V functional and the def2-TZVPD basis).

Geometry as ORCA input:
```
! RIJCOSX wB97M-V def2-TZVPD def2/J DEFGRID3
* xyz 0 1
P -0.3643 1.4745 -0.3668
Si 0.1989 -0.7061 -0.2701
Cl -1.3784 -1.7822 -0.9259
Cl 0.6972 -1.3534 1.5816
H 0.7163 1.8956 0.3912
H -1.2048 1.4353 0.7362
H 1.3352 -0.9637 -1.1462
*
```

## Properties
- lowest unoccupied orbital energy (eV) = 0.724
- gap between HOMO and LUMO (eV) = 10.688
- highest occupied orbital energy (eV) = -9.964

(2)
Entry from the OMol25 dataset: an isolated molecule of Cl2H3PSi (the ωB97M-V functional and the def2-TZVPD basis).

Geometry as ORCA input:
```
! RIJCOSX wB97M-V def2-TZVPD def2/J DEFGRID3
* xyz 0 1
P -1.1136 0.9140 0.5596
Si 0.3623 -0.5295 -0.4291
Cl 0.5489 0.7538 -2.3799
Cl 0.0845 -2.4491 -0.8429
H -0.1675 1.6511 1.2669
H -1.2934 -0.0427 1.5279
H 1.5787 -0.2976 0.2974
*
```

## Properties
- lowest unoccupied orbital energy (eV) = 0.284
- gap between HOMO and LUMO (eV) = 10.350
- highest occupied orbital energy (eV) = -10.066

(1) (0.0325 hartree below the next structure)

(1)
Entry from the OMol25 dataset: a cluster of 16 separate species, H31O16 in total (the ωB97M-V functional and the def2-TZVPD basis).

Geometry as ORCA input:
```
! RIJCOSX wB97M-V def2-TZVPD def2/J DEFGRID3
* xyz -1 1
O -4.8321 -1.7929 -2.7959
H -0.3512 -2.4092 3.0983
H -1.1281 -5.0453 -1.3905
O 2.6032 1.2111 4.0318
H -4.3871 -2.6186 -2.6020
H -4.1434 -1.2130 -3.1176
O 2.4557 2.9978 -2.8672
H 3.3387 1.6646 3.6142
H -1.0166 -3.5791 -1.3551
O -1.4300 -4.2761 -1.8873
H 1.7708 -0.4376 0.8257
H 1.9192 1.0292 3.3512
O -1.0719 -2.6685 3.6683
H 5.2293 -1.1781 2.8927
H 2.9747 3.9424 1.2331
O -2.3519 2.0598 -0.8326
H -2.3238 2.7169 -0.1350
H 0.0093 -0.1623 3.5524
O 1.0722 -3.0055 -0.4424
H 0.7816 -2.3404 0.1938
H 1.8098 -3.4342 0.0023
O -5.5410 2.8039 -1.6957
H -4.9864 2.3536 -2.3308
H 1.8142 2.3153 -3.0471
O 1.0289 -0.4719 -2.5562
H 1.1099 -0.5984 -1.6069
O 4.8213 -1.6881 2.1846
H -1.3977 -2.0404 4.3032
H 3.9954 -1.1850 2.0100
O -2.3209 0.7377 2.4042
H 3.2264 2.6429 -2.4225
H -2.5277 -0.1452 2.7192
O 3.7373 3.5328 0.8213
H 1.6905 -0.4211 2.2272
H 0.3633 1.3747 0.2068
O -0.8798 0.5685 -4.6133
H -1.3535 0.8014 2.4142
H -1.7336 1.3494 -0.5828
O -0.1291 0.5421 0.1068
H 3.4436 2.9149 0.1511
H -0.1310 1.1524 -4.4940
O 2.3382 -0.7854 1.5321
H 0.1108 -0.2820 -2.7773
H -5.2654 2.4902 -0.8296
O 0.3668 0.1897 2.7432
H -1.2929 0.6771 -5.4629
H -0.1908 0.3892 1.0912
*
```

## Properties
- lowest unoccupied orbital energy (eV) = 2.180
- gap between HOMO and LUMO (eV) = 9.305
- highest occupied orbital energy (eV) = -7.124

(2)
Entry from the OMol25 dataset: a structure of composition H31O16 (the ωB97M-V functional and the def2-TZVPD basis).

Geometry as ORCA input:
```
! RIJCOSX wB97M-V def2-TZVPD def2/J DEFGRID3
* xyz -1 1
O -1.8166 -0.8013 -0.9539
H -2.2401 -1.4398 -1.4877
H -0.9233 -0.7693 -1.2588
O -1.0072 0.6532 2.3236
H 0.0285 0.7639 2.1605
H -1.7963 2.8162 2.6496
O -1.6835 4.2604 -0.5820
H -2.2240 3.4410 -0.6079
H -1.2881 4.2506 0.2552
O -2.3257 1.7911 0.2697
H -1.8026 1.5063 1.0571
H -2.1684 1.0624 -0.2997
O 1.2863 0.7578 1.3087
H 0.9390 1.1359 0.6149
H 1.5499 -0.1799 1.0642
O 2.3114 -4.3295 -3.2747
H 1.8896 -3.5193 -3.1182
H 2.1834 -4.9732 -2.5799
O 2.1703 -4.6851 0.2887
H 2.6909 -4.7301 1.0528
H 1.2182 -4.7921 0.4979
O 0.9277 4.6658 -0.7027
H -0.0446 4.6938 -0.6201
H 1.0342 5.1070 -1.5179
O -1.6767 3.7727 2.7243
H -0.6426 3.7167 2.7930
O -0.5553 -4.6037 0.7183
H -0.6406 -3.5895 0.9489
H -0.8116 -4.7401 -0.1926
O 0.2565 1.6765 -1.2022
H 0.7602 2.5961 -1.2760
H -0.7191 1.8680 -1.2248
O 1.4774 -1.5297 0.1912
H 0.4490 -1.5994 0.8900
H 2.0826 -2.2709 0.4777
O -0.9860 -2.9273 -2.2882
H -0.9028 -3.6044 -2.8819
H -0.2343 -2.1836 -2.3642
O 0.9779 4.1199 2.3138
H 1.5054 3.3104 2.2717
H 1.1350 4.4488 1.4196
O 1.2180 -0.7314 -2.1129
H 1.5971 -0.8871 -1.0960
H 0.9241 0.1620 -2.2646
O -0.7324 -2.0317 1.2156
H -1.0443 -0.4086 2.2112
H -1.2419 -1.6528 0.5287
*
```

## Properties
- lowest unoccupied orbital energy (eV) = 2.475
- gap between HOMO and LUMO (eV) = 9.145
- highest occupied orbital energy (eV) = -6.670

(2) (0.0059 hartree below the next structure)

(1)
Entry from the OMol25 dataset: a cluster of 2 separate species, C6H9ClS in total (the ωB97M-V functional and the def2-TZVPD basis).

Geometry as ORCA input:
```
! RIJCOSX wB97M-V def2-TZVPD def2/J DEFGRID3
* xyz 0 1
C 1.2428 0.5578 -0.1123
C 0.4402 -0.4934 0.6888
C 1.2658 -1.0886 1.7694
C -0.7837 -1.0663 0.2617
S -1.1445 0.2950 1.4793
H 1.6859 0.0310 -0.8844
H 0.4747 1.2830 -0.4365
H 1.9641 1.1309 0.5195
H 0.7435 -1.8649 2.3265
H 1.4784 -0.2628 2.5448
H 2.0631 -1.6784 1.2686
H -1.1608 -1.9940 0.5864
H -1.1150 -0.8305 -0.7903
C -1.5799 1.4961 -1.5808
C -1.9014 1.5507 -2.7414
Cl -2.4365 1.3153 -4.2403
H -1.2367 1.6192 -0.6590
*
```

## Properties
- lowest unoccupied orbital energy (eV) = 0.715
- gap between HOMO and LUMO (eV) = 9.435
- highest occupied orbital energy (eV) = -8.719

(2)
Entry from the OMol25 dataset: an isolated molecule of C6H9ClS (the ωB97M-V functional and the def2-TZVPD basis).

Geometry as ORCA input:
```
! RIJCOSX wB97M-V def2-TZVPD def2/J DEFGRID3
* xyz 0 1
C -0.2300 2.2329 -0.4579
C 0.0381 0.9603 -0.0453
C -0.9994 -0.1295 0.0083
S -2.0394 0.1643 1.5258
C -0.2536 -1.4760 -0.0187
C 1.2413 -1.0568 -0.4019
C 1.3966 0.3611 0.1073
Cl 1.9521 0.3161 1.8013
H -1.3230 2.5236 -0.5787
H 0.5016 2.9876 -0.5727
H -1.7424 -0.1188 -0.8035
H -3.0200 -0.7758 1.2364
H -0.6826 -2.1708 -0.7874
H -0.4166 -2.1272 0.8558
H 2.0181 -1.6940 -0.0423
H 1.3166 -0.9760 -1.5086
H 2.2423 0.9790 -0.3179
*
```

## Properties
- lowest unoccupied orbital energy (eV) = 0.548
- gap between HOMO and LUMO (eV) = 9.534
- highest occupied orbital energy (eV) = -8.986

(3)
Entry from the OMol25 dataset: an isolated molecule of C6H9ClS (the ωB97M-V functional and the def2-TZVPD basis).

Geometry as ORCA input:
```
! RIJCOSX wB97M-V def2-TZVPD def2/J DEFGRID3
* xyz 0 1
S -3.0226 -1.5047 -0.2099
C -1.5851 -0.7407 -0.3434
C -0.9501 0.2306 0.5545
C -0.5886 1.5272 -0.2196
C 0.7938 1.0205 -0.5752
C 0.5851 -0.0448 0.5659
C 1.1487 -1.4364 0.3578
Cl 2.7949 -1.3298 -0.2893
H -1.1228 -0.8341 -1.3191
H -1.4976 0.3249 1.5241
H -1.3278 1.8010 -1.0532
H -0.5158 2.3483 0.4893
H 1.6933 1.7135 -0.4347
H 0.8461 0.4473 -1.5227
H 1.0333 0.3625 1.5012
H 0.5094 -1.9485 -0.3403
H 1.2057 -1.9370 1.3144
*
```

## Properties
- lowest unoccupied orbital energy (eV) = -0.286
- gap between HOMO and LUMO (eV) = 8.511
- highest occupied orbital energy (eV) = -8.797

(2) (0.0251 hartree below the next structure)

(1)
Entry from the OMol25 dataset: an isolated molecule of C3H3ClS2 (the ωB97M-V functional and the def2-TZVPD basis).

Geometry as ORCA input:
```
! RIJCOSX wB97M-V def2-TZVPD def2/J DEFGRID3
* xyz 0 1
C -0.6565 -1.2244 0.6435
C -1.7160 -0.5335 0.2979
C 1.0813 0.6929 -0.4962
S 1.0872 -0.7292 0.6726
S 1.4791 2.2889 0.2798
Cl -2.4060 0.7940 -0.3236
H -0.8169 -2.2719 0.9877
H 1.9354 0.3473 -1.0418
H 0.0122 0.6360 -1.0200
*
```

## Properties
- lowest unoccupied orbital energy (spin up / spin down) (eV) = -0.686 / -2.261
- gap between HOMO and LUMO (spin up / spin down) (eV) = 7.918 / 6.293
- highest occupied orbital energy (spin up / spin down) (eV) = -8.604 / -8.554

(2)
Entry from the OMol25 dataset: an isolated molecule of C3H3ClS2 (the ωB97M-V functional and the def2-TZVPD basis).

Geometry as ORCA input:
```
! RIJCOSX wB97M-V def2-TZVPD def2/J DEFGRID3
* xyz 0 1
Cl -3.0141 0.3110 -0.2263
C -1.2713 0.2471 -0.0918
C -0.4154 1.1841 0.1138
S 1.2791 0.8789 0.4075
C 1.2122 -0.8915 -0.1111
S -0.4828 -1.4689 0.1666
H -0.5113 2.2631 0.1529
H 1.5391 -0.9834 -1.0484
H 1.6644 -1.5405 0.6368
*
```

## Properties
- lowest unoccupied orbital energy (eV) = 0.555
- gap between HOMO and LUMO (eV) = 8.930
- highest occupied orbital energy (eV) = -8.375

(2) (0.1280 hartree below the next structure)

(1)
Entry from the OMol25 dataset: an isolated molecule of C3H3ClS2 (the ωB97M-V functional and the def2-TZVPD basis).

Geometry as ORCA input:
```
! RIJCOSX wB97M-V def2-TZVPD def2/J DEFGRID3
* xyz 0 1
C -1.4573 0.2457 -0.2466
C -0.2757 -0.4936 -0.0790
Cl -0.4526 -1.8716 0.8641
C 0.9132 0.2737 -0.3934
S 1.1328 1.0115 -1.7643
S 2.2020 0.3035 0.8925
H -2.3843 -0.1895 -0.1826
H -1.4228 1.1448 -0.9226
H 1.7446 -0.4246 1.8318
*
```

## Properties
- lowest unoccupied orbital energy (eV) = -0.902
- gap between HOMO and LUMO (eV) = 8.212
- highest occupied orbital energy (eV) = -9.114

(2)
Entry from the OMol25 dataset: an isolated molecule of C3H3ClS2 (the ωB97M-V functional and the def2-TZVPD basis).

Geometry as ORCA input:
```
! RIJCOSX wB97M-V def2-TZVPD def2/J DEFGRID3
* xyz 0 1
C -0.6694 -0.7195 0.8601
C -1.4631 -1.7404 0.6816
C -0.5475 0.3128 -0.2789
S -3.0094 1.8160 0.1140
S -1.0790 1.8905 0.3610
Cl -2.4928 -2.2120 -0.4396
H -0.0245 -0.7104 1.6321
H 0.4722 0.6998 -0.5794
H -1.3201 0.0024 -1.0478
*
```

## Properties
- lowest unoccupied orbital energy (spin up / spin down) (eV) = -0.756 / -1.577
- gap between HOMO and LUMO (spin up / spin down) (eV) = 7.816 / 7.315
- highest occupied orbital energy (spin up / spin down) (eV) = -8.573 / -8.892

(1) (0.0673 hartree below the next structure)